Formula: C4H8OS3
Source: OMol25
Level of theory: ωB97M-V with the def2-TZVPD basis set

The geometry in XYZ format:
```
16
Properties=species:S:1:pos:R:3:forces:R:3:mulliken_charge:R:1
C 2.299672 1.033314 -0.774318 -0.551 0.053 1.126 -0.73
S 1.510678 2.532225 -0.063865 0.380 0.037 -0.637 -0.05
C 0.264008 1.793179 0.973303 -0.340 -0.154 0.375 -0.51
S -1.052856 0.902999 0.129766 -0.680 -0.398 -0.548 -0.09
C -0.517000 -0.788281 0.249273 -0.342 -0.315 -0.639 0.46
O 0.456126 -1.154060 0.837184 0.353 0.018 0.438 -0.47
S -1.551374 -1.985153 -0.674128 0.152 0.902 0.550 -0.09
C -0.757048 -3.457524 -0.046202 0.050 -1.315 -0.133 -0.78
H 2.559514 0.401817 0.096593 -0.089 0.026 -0.776 0.21
H 3.187073 1.339449 -1.293879 0.481 0.316 -0.077 0.35
H 1.662818 0.530844 -1.502022 -0.168 -0.061 0.281 0.24
H -0.271089 2.590768 1.530618 0.627 -0.444 -0.258 0.33
H 0.708766 1.063195 1.645119 0.037 0.140 0.293 0.27
H 0.297482 -3.442282 -0.299717 0.135 0.130 0.077 0.27
H -1.179861 -4.337091 -0.602723 0.105 0.885 0.627 0.30
H -0.854659 -3.599478 1.047833 -0.149 0.179 -0.697 0.28
```
Forces are in eV/Å.

Output
Strongest force on any atom (eV/Å): 1.32
Energy (eV): -38830.9554
SMILES: CSCSC(=O)SC
HOMO level (eV): -8.79
Energy above the lowest of the compared OMol25 structures with the same formula, charge and spin (eV): 0.000
Gap between HOMO and LUMO (Eh): 0.3467